(1)
C42H46As2I2N11O13RbS as an isolated structure. Source: the OMol25 dataset; level of theory: ωB97M-V/def2-TZVPD.

Structure (XYZ):
```
118
Properties=species:S:1:pos:R:3
Rb -0.511 -0.711 -0.758
I -7.014 4.310 -0.291
C -5.729 2.679 -0.529
C -5.738 1.958 -1.712
C -4.860 0.903 -1.865
I -4.838 -0.156 -3.662
C -3.910 0.501 -0.874
O -3.118 -0.466 -1.014
C -3.921 1.323 0.314
C -2.849 1.078 1.342
N -1.529 1.418 0.827
C -1.317 2.812 0.524
C -1.765 3.164 -0.880
C -2.522 4.305 -1.131
C -2.908 4.590 -2.428
C -2.508 3.740 -3.446
C -1.746 2.634 -3.104
N -1.389 2.338 -1.859
C -4.816 2.358 0.472
H -6.418 2.218 -2.513
H -2.830 0.020 1.614
H -3.092 1.654 2.254
H -0.798 1.046 1.425
H -0.242 3.004 0.594
H -1.829 3.482 1.236
H -2.843 4.925 -0.304
H -3.533 5.450 -2.637
H -2.799 3.906 -4.474
H -1.428 1.932 -3.869
H -4.769 2.953 1.378
N 2.734 -2.570 1.232
N 1.728 -3.389 0.671
C 1.090 -3.031 -0.519
O -0.004 -3.615 -0.771
O 1.607 -2.141 -1.228
H 2.463 -1.583 1.201
H 3.542 -2.648 0.621
H 1.114 -3.792 1.361
O 1.870 2.642 1.180
N 2.534 1.687 1.621
O 2.306 0.576 1.096
N -1.552 -5.453 9.952
C -1.342 -4.674 9.132
C -1.083 -3.691 8.110
C -0.741 -2.392 8.473
C -0.485 -1.448 7.497
C -0.594 -1.790 6.150
C -0.947 -3.090 5.784
C -1.176 -4.037 6.763
N -0.352 -0.829 5.163
C -0.503 0.550 5.260
C -0.212 1.034 4.027
N 0.103 0.005 3.165
C 0.008 -1.079 3.864
H -0.660 -2.130 9.519
H -0.185 -0.447 7.772
H -1.062 -3.340 4.740
H -1.446 -5.046 6.484
H -0.820 1.026 6.169
H -0.203 2.059 3.694
H 0.176 -2.077 3.496
C 0.916 -2.124 -4.394
O 2.009 -1.222 -4.173
C 3.127 -1.805 -3.733
O 3.313 -2.990 -3.687
C 4.120 -0.792 -3.218
C 5.308 -0.658 -3.819
As 6.903 0.429 -3.207
C 8.116 -1.046 -2.766
C 6.030 0.774 -1.508
C 4.847 1.363 -1.769
As 3.445 -0.009 -1.431
C 1.906 1.018 -2.100
C 4.739 2.386 -2.852
O 4.029 2.358 -3.825
O 5.520 3.444 -2.541
C 5.447 4.513 -3.480
C 6.203 -0.007 -0.236
O 6.909 -0.978 -0.080
O 5.547 0.610 0.743
C 5.424 -0.084 1.987
C 5.499 -1.271 -5.164
O 4.647 -1.646 -5.926
O 6.815 -1.294 -5.508
C 7.078 -1.782 -6.818
H 0.042 -1.487 -4.521
H 0.789 -2.775 -3.531
H 1.088 -2.706 -5.300
H 8.559 -1.371 -3.703
H 7.583 -1.859 -2.285
H 8.883 -0.678 -2.086
H 0.968 0.495 -1.967
H 2.043 1.278 -3.144
H 1.878 1.907 -1.465
H 6.068 5.306 -3.071
H 4.419 4.855 -3.598
H 5.824 4.197 -4.453
H 4.700 0.493 2.553
H 6.393 -0.129 2.488
H 5.056 -1.096 1.824
H 8.158 -1.732 -6.940
H 6.582 -1.166 -7.568
H 6.728 -2.809 -6.925
C -4.476 -0.853 4.724
C -4.898 -1.336 3.341
C -3.878 -2.251 2.735
N -2.617 -2.098 2.911
N -1.831 -2.969 2.194
C -2.552 -3.790 1.479
N -2.026 -4.724 0.651
S -4.262 -3.549 1.660
H -5.198 -0.136 5.117
H -3.502 -0.367 4.669
H -4.395 -1.685 5.426
H -5.021 -0.480 2.669
H -5.867 -1.839 3.376
H -1.123 -4.425 0.213
H -2.680 -5.100 -0.016
```

Values from the calculation:
Total charge: -2
HOMO energy in eV: -2.7
HOMO-LUMO gap in eV: 6.0
ΔE to the lowest compared entry with this formula, charge and spin in kJ/mol: 0.0

=====

(2)
C42H46AuN8OPSTe as an isolated structure at a distorted geometry. Source: the OMol25 dataset; level of theory: ωB97M-V/def2-TZVPD.

Structure (XYZ):
```
101
Properties=species:S:1:pos:R:3
Au 1.543 1.002 -0.653
N 5.101 3.799 -0.695
C 3.960 3.077 -0.728
S 4.145 1.370 -0.430
N 2.882 3.824 -0.940
N 1.693 3.181 -1.084
C 0.621 3.892 -1.137
C 0.559 5.361 -0.902
C 1.450 6.264 -1.481
C 1.342 7.620 -1.212
C 0.360 8.092 -0.354
C -0.528 7.202 0.234
C -0.429 5.848 -0.043
C -0.671 3.192 -1.490
C -1.702 3.901 -2.094
C -2.847 3.224 -2.487
C -2.933 1.860 -2.272
C -1.855 1.232 -1.666
N -0.763 1.881 -1.280
H 5.980 3.315 -0.658
H 5.070 4.760 -0.992
H 2.215 5.902 -2.149
H 2.033 8.311 -1.676
H 0.286 9.151 -0.144
H -1.301 7.561 0.900
H -1.120 5.156 0.425
H -1.596 4.960 -2.279
H -3.656 3.759 -2.966
H -3.803 1.289 -2.566
H -1.866 0.162 -1.477
C -5.904 -2.411 -4.537
C -4.595 -2.512 -3.805
C -3.439 -2.928 -4.454
C -2.215 -3.003 -3.802
C -1.011 -3.458 -4.590
C -2.161 -2.679 -2.436
Te -0.230 -2.821 -1.562
N 1.407 -1.086 -0.489
C 2.040 -1.540 0.492
O 2.298 -0.796 1.638
C 2.571 -2.918 0.619
C 2.910 -3.604 -0.544
C 3.367 -4.912 -0.472
C 3.494 -5.535 0.761
C 3.187 -4.842 1.926
C 2.734 -3.535 1.857
C -0.773 -3.633 0.306
C -0.729 -2.838 1.446
C -1.049 -3.368 2.682
C -1.414 -4.705 2.775
C -1.469 -5.488 1.635
C -1.153 -4.975 0.376
C -1.256 -5.860 -0.838
C -3.301 -2.216 -1.764
C -3.308 -1.765 -0.326
C -4.501 -2.160 -2.465
H -5.880 -2.969 -5.471
H -6.130 -1.370 -4.776
H -6.725 -2.790 -3.928
H -3.489 -3.198 -5.503
H -1.287 -3.645 -5.625
H -0.587 -4.378 -4.183
H -0.217 -2.706 -4.595
H 2.862 -3.090 -1.496
H 3.640 -5.438 -1.378
H 3.849 -6.556 0.816
H 3.304 -5.320 2.889
H 2.493 -2.994 2.762
H -0.460 -1.793 1.359
H -1.022 -2.743 3.566
H -1.654 -5.139 3.737
H -1.766 -6.527 1.712
H -1.318 -6.907 -0.547
H -0.393 -5.743 -1.497
H -2.149 -5.618 -1.420
H -2.366 -1.300 -0.037
H -3.479 -2.600 0.355
H -4.103 -1.037 -0.170
H -5.388 -1.814 -1.944
C 2.509 2.603 4.540
N 2.064 3.174 3.270
C 0.603 3.236 3.240
N -0.009 1.924 3.428
C 0.494 1.340 4.673
N 1.950 1.279 4.740
C 2.464 0.369 3.728
P 1.999 0.802 1.953
C 2.640 2.601 2.101
C 0.191 1.085 2.250
H 2.183 3.261 5.346
H 3.597 2.547 4.545
H 0.283 3.659 2.286
H 0.275 3.891 4.047
H 0.087 0.333 4.783
H 0.135 1.953 5.499
H 2.083 -0.631 3.928
H 3.554 0.321 3.791
H 2.321 3.129 1.211
H 3.727 2.545 2.129
H -0.302 0.117 2.374
H -0.252 1.577 1.382
```

Values from the calculation:
Total charge: +1
HOMO energy (alpha / beta) in eV: -9.1 / -9.0
Multiplicity: 2
HOMO-LUMO gap (alpha / beta) in eV: 6.3 / 4.5
ΔE to the lowest compared entry with this formula, charge and spin in kJ/mol: 115.2
⟨S²⟩: 0.7582

=====

(3)
C42H46BCuF5OPSbSi as an isolated structure. Source: the OMol25 dataset; level of theory: ωB97M-V/def2-TZVPD.

Structure (XYZ):
```
99
Properties=species:S:1:pos:R:3
Cu 0.521 0.643 1.519
C 4.574 0.778 -2.282
C 4.647 1.779 -1.124
P 3.260 1.478 0.075
C 3.887 -0.031 0.962
C 5.352 -0.169 1.379
C 3.546 2.841 1.303
C 4.957 3.373 1.557
H 5.326 0.983 -3.050
H 3.586 0.811 -2.750
H 4.727 -0.246 -1.925
H 4.498 2.797 -1.498
H 5.632 1.745 -0.649
H 3.601 -0.870 0.321
H 3.230 -0.119 1.832
H 6.037 0.018 0.545
H 5.545 -1.186 1.738
H 5.614 0.514 2.189
H 3.081 2.489 2.229
H 2.907 3.658 0.957
H 5.640 2.596 1.904
H 4.936 4.160 2.320
H 5.389 3.809 0.651
F -8.617 1.607 0.191
C -7.259 1.512 0.263
C -6.600 0.727 -0.662
C -5.213 0.637 -0.584
C -4.484 1.316 0.398
C -5.205 2.095 1.307
C -6.597 2.201 1.252
Sb -2.268 1.268 0.633
C -2.407 -0.913 0.608
C -2.507 -1.713 -0.530
C -2.604 -3.100 -0.438
C -2.605 -3.673 0.815
F -2.699 -5.030 0.917
C -2.512 -2.928 1.970
C -2.411 -1.543 1.853
C -1.986 1.438 -1.501
C -0.895 0.826 -2.123
C -0.670 0.973 -3.488
C -1.537 1.757 -4.218
F -1.325 1.899 -5.558
C -2.606 2.407 -3.646
C -2.823 2.239 -2.278
H -7.170 0.200 -1.420
H -4.690 0.019 -1.308
H -4.668 2.636 2.084
H -7.159 2.804 1.956
H -2.475 -1.262 -1.516
H -2.649 -3.732 -1.319
H -2.488 -3.426 2.933
H -2.296 -0.946 2.754
H -0.198 0.245 -1.529
H 0.170 0.495 -3.980
H -3.249 3.029 -4.256
H -3.664 2.747 -1.818
C -1.774 5.034 0.077
Si -0.011 4.375 0.383
C 1.047 5.276 -0.915
C 0.490 5.179 2.026
O 0.071 2.796 0.308
H -1.858 6.127 0.129
H -2.455 4.603 0.826
H -2.126 4.708 -0.911
H 0.871 6.361 -0.880
H 0.800 4.920 -1.925
H 2.122 5.104 -0.759
H 0.217 6.242 2.055
H 1.568 5.095 2.213
H -0.025 4.676 2.857
F 1.033 1.924 4.471
B 0.220 1.608 3.415
F -1.062 1.947 3.763
C 0.644 -0.924 0.379
C 0.665 -2.158 0.224
C 0.683 -3.529 0.026
C 1.144 -4.384 1.130
C 1.612 -5.695 0.942
C 2.072 -6.461 2.006
C 2.088 -5.943 3.295
C 1.658 -4.633 3.496
C 1.201 -3.867 2.436
C 0.215 -4.042 -1.269
C -0.389 -5.299 -1.429
C -0.865 -5.719 -2.664
C -0.756 -4.902 -3.782
C -0.184 -3.642 -3.636
C 0.282 -3.217 -2.403
H 1.654 -6.109 -0.057
H 2.433 -7.467 1.823
H 2.432 -6.547 4.127
H 1.681 -4.199 4.488
H 0.880 -2.843 2.600
H -0.539 -5.929 -0.563
H -1.344 -6.688 -2.748
H -1.126 -5.233 -4.745
H -0.104 -2.982 -4.491
H 0.708 -2.227 -2.285
```

Values from the calculation:
Total charge: -2
HOMO energy (alpha / beta) in eV: -1.6 / -1.8
Multiplicity: 2
HOMO-LUMO gap (alpha / beta) in eV: 5.9 / 5.8
ΔE to the lowest compared entry with this formula, charge and spin in kJ/mol: 64.6
⟨S²⟩: 0.7812

=====

(4)
C42H46FN6NaO12S2 as an isolated structure. Source: the OMol25 dataset; level of theory: ωB97M-V/def2-TZVPD.

Structure (XYZ):
```
110
Properties=species:S:1:pos:R:3
Na -1.091 -1.211 0.131
O 0.035 1.968 2.022
S 1.057 3.043 2.108
C 2.006 3.097 0.525
C 1.472 2.133 -0.526
C 0.418 2.770 -1.420
C 0.016 1.831 -2.547
S -1.436 0.803 -2.176
O -1.523 0.717 -0.676
C -2.704 2.013 -2.580
C -2.962 2.341 -3.904
C -3.956 3.258 -4.198
C -4.699 3.834 -3.174
C -4.446 3.486 -1.858
C -3.448 2.569 -1.555
C 0.139 4.583 1.886
C -1.188 4.497 1.489
C -1.914 5.662 1.298
C -1.322 6.898 1.516
C 0.000 6.973 1.930
C 0.735 5.813 2.122
H 3.035 2.874 0.806
H 1.958 4.122 0.159
H 1.056 1.238 -0.061
H 2.317 1.801 -1.141
H 0.826 3.684 -1.867
H -0.448 3.062 -0.825
H 0.804 1.105 -2.764
H -0.214 2.369 -3.468
H -2.391 1.878 -4.697
H -4.160 3.517 -5.229
H -5.480 4.545 -3.408
H -5.031 3.924 -1.058
H -3.233 2.262 -0.542
H -1.615 3.515 1.339
H -2.944 5.603 0.973
H -1.893 7.804 1.366
H 0.460 7.936 2.107
H 1.765 5.863 2.447
O -3.496 -3.052 -0.179
C -2.642 -2.964 -1.081
O -2.368 -1.956 -1.771
C -1.768 -4.183 -1.324
C -2.159 -5.205 -2.128
C -1.302 -6.310 -2.323
C -0.081 -6.382 -1.694
C 0.319 -5.342 -0.863
C -0.487 -4.175 -0.625
O -0.207 -3.229 0.137
N 1.584 -5.532 -0.184
O 2.143 -6.623 -0.292
O 2.068 -4.610 0.453
N -1.715 -7.393 -3.172
O -2.813 -7.315 -3.721
O -0.969 -8.358 -3.319
H -3.120 -5.185 -2.620
H 0.561 -7.238 -1.832
C -4.156 -2.977 4.324
N -3.138 -2.760 3.335
C -2.092 -3.751 3.239
C -3.062 -1.654 2.538
O -1.998 -1.300 2.052
N -4.240 -0.947 2.342
C -4.036 0.287 1.596
C -5.388 -1.683 1.821
H -3.683 -3.300 5.257
H -4.876 -3.751 4.031
H -4.695 -2.049 4.508
H -1.648 -3.933 4.224
H -1.328 -3.397 2.553
H -2.492 -4.693 2.852
H -3.142 0.795 1.949
H -4.911 0.925 1.748
H -3.910 0.084 0.529
H -5.587 -2.578 2.404
H -5.204 -1.973 0.785
H -6.265 -1.035 1.891
F 4.904 3.003 -4.711
C 4.172 1.948 -4.192
C 4.556 1.359 -2.995
C 3.834 0.308 -2.480
C 2.650 -0.223 -3.114
C 1.867 -1.192 -2.542
C 2.350 0.405 -4.378
C 3.079 1.456 -4.886
H 5.433 1.724 -2.475
H 4.168 -0.148 -1.555
H 2.129 -1.633 -1.594
H 0.997 -1.579 -3.051
H 1.504 0.034 -4.946
H 2.805 1.899 -5.836
O 7.818 1.267 1.698
C 7.311 1.013 2.980
N 6.181 0.117 2.993
C 5.031 0.538 2.361
O 4.957 1.671 1.893
C 3.912 -0.437 2.311
C 3.739 -1.436 3.272
C 2.659 -2.285 3.147
C 1.786 -2.103 2.074
N 1.937 -1.147 1.164
C 2.983 -0.345 1.279
H 7.096 1.685 1.205
H 7.001 1.947 3.464
H 8.118 0.555 3.554
H 6.363 -0.873 2.991
H 4.420 -1.525 4.109
H 2.482 -3.080 3.857
H 0.948 -2.759 1.907
H 3.111 0.397 0.505
```

Values from the calculation:
Total charge: -2
HOMO energy in eV: -0.1
HOMO-LUMO gap in eV: 3.6
ΔE to the lowest compared entry with this formula, charge and spin in kJ/mol: 121.1

=====

The lowest ΔE to the lowest compared entry with this formula, charge and spin belongs to which entry?
C42H46As2I2N11O13RbS

=====

Look up the ΔE to the lowest compared entry with this formula, charge and spin of the second one.
115.2 kJ/mol

=====

Among the records above, which one has the highest ΔE to the lowest compared entry with this formula, charge and spin?
C42H46FN6NaO12S2